No. 1
ORCA calculation (the ωB97M-V functional and the def2-TZVPD basis) on a cluster of 5 separate species, C22H51N4O7P in total at a distorted geometry.

Results
orbital gap = 8.442 eV
E_LUMO = 0.7 eV
SMILES = CCOP(CCCCCOC)OCC.CNC(C)=O.CNC(C)=O.CNC(C)=O.CNC(C)=O

Each line ends with the Mulliken charge.
Positions of all 85 atoms, in Å:
C -4.66272 4.86390 -3.00773  -0.9280
C -3.22660 4.57900 -2.40111  -0.2487
O -2.93412 3.20322 -2.69593  -0.2024
P -1.29135 2.95504 -3.05833  -0.2461
C -0.85403 1.51618 -1.91653  -0.5937
C 0.22328 0.54343 -2.52237  -0.3118
C 1.59436 0.64285 -1.72977  -1.1049
C 1.85908 -0.61380 -0.84723  -0.4697
C 2.25791 -1.88384 -1.64522  -0.3936
O 1.13844 -2.55652 -2.24554  -0.2903
C 1.51792 -3.90613 -2.52934  -0.7008
O -1.26982 2.40647 -4.65747  -0.3039
C -2.11662 1.27328 -4.88608  0.2070
C -2.36605 1.01218 -6.41211  -1.3022
H -5.05791 3.90141 -3.40171  0.2711
H -4.60044 5.59855 -3.82984  0.3304
H -5.34248 5.15886 -2.18453  0.1647
H -2.45958 5.27700 -2.78800  0.4983
H -3.30492 4.63950 -1.28913  0.0731
H -1.79992 0.92182 -1.80482  0.2707
H -0.61579 1.87648 -0.88064  0.3352
H 0.39188 0.69829 -3.60576  0.5049
H -0.15272 -0.49001 -2.35836  0.2917
H 1.51418 1.53435 -1.06433  0.3707
H 2.42605 0.86696 -2.43119  0.4352
H 2.72235 -0.36596 -0.19024  0.3814
H 0.98863 -0.86643 -0.21075  0.1413
H 2.98802 -1.66073 -2.45473  0.2992
H 2.71222 -2.60771 -0.92749  0.2862
H 1.62936 -4.43913 -1.55693  0.2661
H 2.46335 -3.89072 -3.11291  0.2829
H 0.71567 -4.34417 -3.15065  0.2359
H -1.59295 0.37565 -4.47695  0.1295
H -3.11737 1.33945 -4.41255  0.2825
H -3.11508 1.71949 -6.83070  0.3100
H -1.42172 1.01754 -6.99527  0.3172
H -2.80721 -0.00962 -6.48329  0.3474
C -3.44101 -0.26250 2.86227  -0.7339
N -2.13485 -0.13317 2.24481  -0.1353
C -1.66485 0.89587 1.49403  0.5613
C -2.58760 2.06014 1.25533  -1.1744
O -0.52912 0.85696 1.03534  -0.6239
H -3.31057 -0.37098 3.94139  0.2961
H -3.92635 -1.15989 2.47291  0.2787
H -4.07155 0.60003 2.66198  0.2360
H -1.46877 -0.87968 2.36603  0.2604
H -2.07984 2.80182 0.64186  0.2528
H -3.48141 1.72913 0.73004  0.3131
H -2.86273 2.52346 2.20305  0.5386
C 7.06951 -5.52194 -0.78291  -0.8650
N 6.24112 -4.35756 -1.02172  -0.1263
C 5.79344 -3.44436 -0.11505  0.6836
C 6.18553 -3.63093 1.32776  -0.9962
O 5.09548 -2.50986 -0.48510  -0.6606
H 7.98332 -5.43193 -1.37421  0.2857
H 6.52662 -6.41316 -1.10532  0.2800
H 7.33116 -5.62292 0.26570  0.3306
H 5.93985 -4.16875 -1.96497  0.2428
H 5.75964 -2.83650 1.91834  0.0769
H 5.80457 -4.58294 1.70005  0.3814
H 7.26989 -3.59533 1.43036  0.3629
C 6.23842 -2.75236 7.46116  -0.8553
N 6.62173 -3.14952 6.12027  -0.1951
C 6.12047 -2.70628 4.93682  0.7689
C 5.02683 -1.67100 4.98214  -1.2274
O 6.55576 -3.14539 3.88115  -0.5638
H 7.11303 -2.34366 7.97086  0.2845
H 5.89292 -3.63407 8.00442  0.2846
H 5.44966 -2.00678 7.45237  0.3240
H 7.34854 -3.83947 6.01429  0.2370
H 4.73009 -1.41681 3.96733  0.2444
H 4.15644 -2.06495 5.50931  0.3530
H 5.38473 -0.76595 5.47543  0.3575
C -7.73793 4.79565 0.08569  -0.9474
N -6.61542 3.98931 0.52416  -0.0813
C -6.62974 2.89916 1.33356  0.8216
C -7.96093 2.43587 1.86452  -1.4367
O -5.58371 2.32750 1.60834  -0.5249
H -7.78153 4.77433 -1.00499  0.2741
H -7.58076 5.82516 0.41304  0.3002
H -8.67860 4.43279 0.48779  0.3969
H -5.69175 4.24078 0.20663  0.1488
H -7.81139 1.56037 2.49131  0.2854
H -8.41998 3.22053 2.46810  0.3855
H -8.62166 2.16364 1.03990  0.3637


No. 2
ORCA calculation (the ωB97M-V functional and the def2-TZVPD basis) on a cluster of 2 separate species, C3H7NO2 in total at a distorted geometry.

Results
total charge = +1
orbital gap (spin up / spin down) = 9.588 / 5.454 eV
relative energy (zero: lowest compared OMol25 entry of this formula, charge and spin) = 182.26 kJ/mol
E_LUMO (spin up / spin down) = -5.0 / -9.1 eV
2S+1 = 2

Each line ends with the Mulliken charge.
Positions of all 13 atoms, in Å:
C -1.50471 -1.18202 -0.35442  0.3381
C -2.56260 -1.13076 0.47636  -0.5850
N -0.18784 -1.04283 0.24409  -0.4884
H -1.65642 -1.12589 -1.43294  0.3664
H -3.66579 -1.08317 0.17898  0.2942
H -2.31435 -1.15595 1.51216  0.2780
H -0.38183 -1.75629 1.06160  0.3646
H -0.12702 1.09949 0.23748  0.3267
H 0.56651 -1.41683 -0.42361  0.3579
O 0.57303 1.67834 0.50866  -0.3623
C 1.75438 1.25303 -0.04114  0.2812
O 1.94260 0.50366 -1.00351  -0.4999
H 2.64631 1.64102 0.63164  0.3283


No. 3
ORCA calculation (the ωB97M-V functional and the def2-TZVPD basis) on a cluster of 3 separate species, C6H14O3 in total at a distorted geometry.

Results
orbital gap = 9.573 eV
relative energy (zero: lowest compared OMol25 entry of this formula, charge and spin) = 226.27 kJ/mol
E_LUMO = 0.6 eV
SMILES = CC(C)=C/C=C/O.O.O

Each line ends with the Mulliken charge.
Positions of all 23 atoms, in Å:
C 1.76844 0.13993 -1.65297  -1.4045
C 0.74433 -0.17974 -0.55183  1.4270
C 0.90887 -1.50392 0.11233  -1.5499
C -0.28197 0.64915 -0.41432  -0.6871
C -1.45643 0.66224 0.50478  -0.8868
C -1.58543 1.51197 1.52421  0.0755
O -2.80926 1.61572 2.15715  -0.5181
H 2.47401 0.87302 -1.23657  0.3763
H 2.28636 -0.78124 -1.90029  0.3744
H 1.40568 0.70775 -2.50439  0.3416
H 0.97120 -2.27309 -0.66764  0.4134
H 0.10937 -1.71443 0.81914  0.3792
H 1.88668 -1.63255 0.58115  0.3388
H -0.28258 1.54876 -1.03644  0.4314
H -2.23903 -0.02441 0.19646  0.1712
H -0.96840 2.19052 2.09704  0.4176
H -3.47971 1.03535 1.79845  0.3160
O -0.79019 -0.76002 -3.37254  -0.6436
H -1.05790 -0.08514 -2.70279  0.3464
H -0.92329 -1.55647 -2.87985  0.3022
O 1.01111 -0.10102 3.42805  -0.6656
H 1.86350 -0.25554 3.05330  0.3210
H 0.44468 -0.06681 2.64762  0.3237


No. 4
ORCA calculation (the ωB97M-V functional and the def2-TZVPD basis) on a structure of composition C49H43CdI2N7O3SSi.

Results
total charge = -2
orbital gap = 5.811 eV
relative energy (zero: lowest compared OMol25 entry of this formula, charge and spin) = 32.69 kJ/mol
E_LUMO = 3.5 eV

Each line ends with the Mulliken charge.
Positions of all 107 atoms, in Å:
Cd 0.22332 -0.08209 -0.31804  4.0766
O -1.57074 1.52654 1.71814  -0.5204
C -1.28529 2.79921 2.07772  0.6991
C -2.29308 3.76298 2.16199  -0.4093
C -2.01910 5.06514 2.54371  -0.5819
C -0.71885 5.42480 2.87623  -0.6984
C 0.27286 4.46273 2.81124  -1.0075
C 0.02441 3.14716 2.40587  1.1778
C 1.15787 2.23158 2.41102  -0.8964
N 1.17712 1.03768 1.95957  0.2113
N 2.37028 0.41583 2.22232  -0.5467
C 2.30878 -0.89714 2.09008  -0.7505
O 1.31478 -1.59535 1.76423  -0.5370
C 3.61846 -1.57989 2.39564  0.5203
C 4.81059 -0.86388 2.47690  -0.2350
C 6.00334 -1.52112 2.73944  -0.7154
C 6.01866 -2.89777 2.92938  -0.3555
C 4.83257 -3.61568 2.84885  -0.6678
C 3.64099 -2.95784 2.57923  -0.1091
H -3.30164 3.47273 1.89857  0.3945
H -2.82181 5.79174 2.58914  0.3766
H -0.48334 6.43692 3.18095  0.3873
H 1.29328 4.72601 3.06757  0.3251
H 2.06136 2.60644 2.90078  0.2104
H 4.78066 0.20507 2.31057  0.3616
H 6.92915 -0.95887 2.78657  0.3629
H 6.95288 -3.40931 3.13268  0.3651
H 4.84161 -4.69131 2.98249  0.3827
H 2.70569 -3.49753 2.49781  0.3746
I -4.24628 -7.18018 -0.94529  -0.0784
C -2.94570 -5.54520 -1.22437  -0.5140
C -2.44328 -5.27688 -2.48841  -0.3572
C -1.58667 -4.20850 -2.63495  -0.3599
I -0.79203 -3.78668 -4.53150  -0.0953
C -1.14211 -3.35546 -1.56413  -0.5400
O -0.32993 -2.41515 -1.73460  0.4366
C -1.72076 -3.68412 -0.28452  0.7322
C -1.33106 -2.91335 0.95577  -1.1258
N -1.55078 -1.46960 0.84164  0.1745
C -2.93693 -1.13173 0.57422  -2.3641
C -3.21804 -0.79388 -0.87592  0.9373
C -4.47027 -1.03460 -1.42994  -0.9658
C -4.72118 -0.61959 -2.72382  -0.6377
C -3.70787 0.00828 -3.43107  -1.0611
C -2.48866 0.18882 -2.80317  -0.4777
N -2.25097 -0.20026 -1.55519  0.8318
C -2.58622 -4.75349 -0.14256  -0.4399
H -2.71534 -5.88633 -3.33886  0.3699
H -1.93092 -3.31899 1.78482  0.3767
H -0.27777 -3.05376 1.19467  0.0309
H -1.17819 -0.99202 1.65634  0.2642
H -3.59350 -1.96134 0.86340  0.5073
H -3.22525 -0.25791 1.16276  0.4770
H -5.22862 -1.54526 -0.84846  0.4531
H -5.69403 -0.77850 -3.17426  0.3764
H -3.85970 0.36358 -4.44174  0.4597
H -1.67163 0.68319 -3.30974  0.3510
H -2.99014 -4.97342 0.84006  0.3646
C 4.29129 -4.19056 -2.57321  -0.6319
C 4.42373 -3.15963 -3.49166  -0.7654
C 3.85482 -1.91892 -3.22744  -0.2892
C 3.14969 -1.67120 -2.04598  0.2143
C 3.02627 -2.72609 -1.14072  0.1506
C 3.58992 -3.96904 -1.39557  -0.8618
Si 2.34875 0.02988 -1.68307  -1.0622
C 2.14136 0.67715 -3.46816  0.4831
C 1.24951 0.00733 -4.31026  0.0351
C 1.07861 0.38304 -5.63527  -0.6245
C 1.81635 1.43949 -6.15811  -0.3774
C 2.71714 2.11118 -5.34243  -0.9069
C 2.86904 1.73674 -4.01088  -0.1711
C 3.79836 1.07072 -0.99868  1.0565
C 5.13710 0.70966 -1.16994  -0.5313
C 6.16618 1.45628 -0.60689  -0.6877
C 5.87456 2.57923 0.15642  -0.6461
C 4.55062 2.96465 0.32759  -0.7385
C 3.53022 2.22184 -0.25112  0.0475
H 4.71733 -5.16600 -2.78159  0.3391
H 4.95764 -3.32540 -4.42168  0.3844
H 3.95127 -1.12861 -3.96556  0.3814
H 2.44911 -2.57916 -0.23792  0.2554
H 3.46644 -4.77378 -0.67944  0.4185
H 0.70470 -0.84561 -3.91874  0.2570
H 0.37750 -0.15566 -6.26426  0.4338
H 1.69300 1.73376 -7.19460  0.3135
H 3.30235 2.93173 -5.74511  0.3363
H 3.57060 2.27525 -3.38158  0.3729
H 5.38003 -0.18074 -1.73961  0.2544
H 7.19782 1.15704 -0.75909  0.3335
H 6.67377 3.14516 0.62300  0.3162
H 4.31240 3.83541 0.92897  0.3614
H 2.49908 2.53678 -0.12637  0.4538
C 0.87685 5.03811 -4.42196  -1.0416
C 1.06409 4.95859 -2.90443  -0.4688
C 0.08346 4.04365 -2.24770  0.2110
N 0.39948 2.94218 -1.67896  -0.8858
N -0.63779 2.24029 -1.14529  0.6798
C -1.83467 2.83049 -1.26869  -0.2040
N -2.97006 2.38861 -0.79430  -0.4225
S -1.63643 4.38112 -2.17422  -0.4137
H 1.55564 5.77317 -4.86139  0.3491
H -0.14701 5.32920 -4.66630  0.3617
H 1.07295 4.06680 -4.87785  0.1780
H 0.96947 5.96001 -2.47276  0.4165
H 2.05696 4.57649 -2.66045  0.0314
H -2.26035 1.58122 1.01408  -0.1461
H -3.74576 2.98606 -1.04813  0.1292


No. 5
ORCA calculation (the ωB97M-V functional and the def2-TZVPD basis) on a cluster of 2 separate species, C3H9NO2 in total at a distorted geometry.

Results
orbital gap = 10.490 eV
relative energy (zero: lowest compared OMol25 entry of this formula, charge and spin) = 65.06 kJ/mol
E_LUMO = 0.9 eV
SMILES = CC(=O)O.CN

Each line ends with the Mulliken charge.
Positions of all 15 atoms, in Å:
C 2.31679 -0.75341 1.60395  -0.9415
C 1.27699 -0.93156 0.53792  0.7261
O 0.50683 -1.85987 0.49190  -0.5473
O 1.30575 0.05486 -0.36478  -0.4668
H 3.26540 -0.48811 1.12638  0.3024
H 2.52669 -1.71017 2.07769  0.2940
H 2.07687 -0.01102 2.35496  0.2556
H 0.49137 0.10392 -0.89186  0.3492
C -2.20697 0.35762 -0.73545  -0.7777
N -1.42130 1.36205 -1.41608  -0.4735
H -1.91472 0.28291 0.31929  0.2893
H -1.95649 -0.62906 -1.12876  0.3079
H -3.29331 0.49413 -0.65381  0.3139
H -1.55414 1.48776 -2.40429  0.1826
H -1.41977 2.23995 -0.91706  0.1858


No. 6
ORCA calculation (the ωB97M-V functional and the def2-TZVPD basis) on a structure of composition C6H8N4OS at a distorted geometry.

Results
orbital gap = 8.063 eV
relative energy (zero: lowest compared OMol25 entry of this formula, charge and spin) = 253.80 kJ/mol
E_LUMO = 0.7 eV

Each line ends with the Mulliken charge.
Positions of all 20 atoms, in Å:
C -0.42812 3.67153 0.78527  -0.5509
C 0.02442 2.39804 0.34227  -0.4842
C -1.22945 3.54330 1.86644  -0.5113
C -0.48706 1.41566 1.13343  0.5169
C -0.30967 -0.05556 0.96743  -0.3866
C 0.95804 -2.55463 -1.65822  0.5053
N -0.12047 -0.75724 -0.10676  -0.1981
N 1.46691 -3.62573 -1.33910  -0.4781
N 0.83988 -1.48396 -2.45718  -0.4300
N -0.26770 -1.98079 -0.29769  -0.2810
O -0.06377 -2.92147 0.79456  -0.4354
S -1.48379 1.91247 2.43138  -0.1193
H -0.09617 4.56816 0.39693  0.4584
H 0.61105 2.15636 -0.52884  0.3933
H -1.54886 4.30353 2.49289  0.4789
H -0.58105 -0.38632 1.95250  0.3186
H 2.11625 -4.03060 -1.96257  0.2518
H -0.34416 -3.73588 0.40965  0.3448
H 0.45827 -1.72398 -3.31818  0.2249
H 0.48546 -0.71288 -1.90422  0.3820